# 1
{"formula": "C4H11N2O", "method": "ωB97M-V/def2-TZVPD", "multiplicity": 2, "lumo_ev": [-9.470, -14.312], "orbital_gap_ev": [12.4, 7.6], "s_squared": 0.756, "total_charge": 2, "relative_energy_kj_mol": 222.6, "species": ["O", "C", "N", "C", "N", "C", "C", "H", "H", "H", "H", "H", "H", "H", "H", "H", "H", "H"], "xyz": [[-0.60321, 0.20178, 1.66512], [-0.76523, -0.67563, 0.79438], [-1.06170, -1.91639, 1.11890], [-0.13450, -0.43785, -0.63452], [1.22240, 0.31357, -0.20365], [1.82190, 1.50166, -0.97985], [-0.98578, 0.62214, -1.30636], [-1.63816, -1.92850, 1.96515], [-1.07574, -2.62740, 0.39760], [0.23674, -1.17374, -1.34481], [2.02079, -0.31178, -0.31120], [1.15030, 0.52651, 0.79015], [1.66152, 1.32992, -2.02773], [2.89909, 1.44393, -0.80056], [1.54976, 2.44645, -0.51832], [-0.44314, 1.07054, -2.13580], [-1.41502, 1.33596, -0.60192], [-1.85543, 0.23670, -1.85084]]}

***

# 2
{"formula": "C42H48N8O7PReS", "method": "ωB97M-V/def2-TZVPD", "multiplicity": 4, "lumo_ev": [-8.695, -9.685], "orbital_gap_ev": [7.1, 6.1], "s_squared": 3.772, "total_charge": 3, "relative_energy_kj_mol": 157.5, "species": ["Re", "O", "N", "O", "C", "C", "C", "C", "C", "C", "N", "C", "C", "N", "C", "C", "C", "C", "H", "H", "H", "H", "H", "H", "H", "C", "C", "C", "N", "C", "S", "N", "C", "O", "C", "C", "C", "C", "C", "C", "H", "H", "H", "H", "H", "H", "H", "H", "H", "H", "H", "H", "H", "H", "C", "C", "N", "C", "C", "C", "C", "C", "C", "C", "C", "N", "C", "N", "H", "H", "H", "H", "H", "H", "H", "H", "H", "C", "C", "C", "C", "O", "P", "O", "O", "O", "C", "C", "C", "C", "H", "H", "H", "H", "H", "H", "H", "H", "H", "H", "H", "H", "H", "H", "H", "H", "H", "H"], "xyz": [[14.38683, 11.41546, 17.10286], [18.80784, 9.10842, 22.81962], [18.80675, 9.94967, 21.93681], [19.70452, 10.70552, 21.71521], [17.58026, 10.18082, 21.19444], [16.39906, 10.14003, 21.85588], [15.23222, 10.51859, 21.22469], [13.95588, 10.67914, 21.88366], [12.87369, 11.12155, 21.20401], [12.94055, 11.22046, 19.79917], [14.08635, 11.02175, 19.14226], [15.21376, 10.79531, 19.87441], [16.41799, 10.68103, 19.09598], [16.30515, 10.80909, 17.73416], [17.39639, 10.58884, 16.99549], [18.62940, 10.34249, 17.58509], [18.79764, 10.34814, 18.94444], [17.64845, 10.41615, 19.75490], [16.38837, 9.69337, 22.90628], [13.87366, 10.48388, 22.94294], [11.94592, 11.26857, 21.72742], [12.00903, 11.41537, 19.36306], [17.30125, 10.60628, 15.93615], [19.53068, 10.37963, 17.00113], [19.80962, 10.33325, 19.33614], [10.76783, 14.23409, 13.21033], [10.38815, 12.79198, 13.60153], [11.32760, 11.65034, 13.34109], [12.55379, 11.82450, 14.05949], [13.71896, 11.21248, 13.93945], [15.16953, 11.78645, 14.85760], [13.99252, 10.22218, 13.08289], [13.14892, 9.08622, 12.91526], [12.20236, 8.95125, 13.69857], [13.42634, 8.08842, 11.88770], [14.71222, 7.88034, 11.49838], [14.97623, 6.92094, 10.52735], [13.93085, 6.14518, 10.04062], [12.58774, 6.40552, 10.44570], [12.37092, 7.41364, 11.33479], [10.24941, 14.96504, 13.83540], [10.47036, 14.47557, 12.22977], [11.84476, 14.44268, 13.33902], [9.43324, 12.45132, 13.24893], [10.26396, 12.70256, 14.71466], [11.58194, 11.52167, 12.29673], [10.86311, 10.69851, 13.55458], [12.54695, 12.44624, 14.79768], [14.92858, 10.11729, 12.71429], [15.50890, 8.52891, 11.86920], [15.97188, 6.79318, 10.23878], [14.06643, 5.38241, 9.30299], [11.79970, 5.87216, 9.92795], [11.36040, 7.60481, 11.63367], [13.70399, 7.53727, 15.42982], [14.22518, 8.72652, 15.92273], [13.44376, 9.60376, 16.53443], [12.13716, 9.33570, 16.80718], [11.56732, 8.13115, 16.43410], [12.40626, 7.18422, 15.72927], [10.27450, 7.70186, 16.80414], [9.19929, 8.26350, 17.35434], [8.89940, 9.61359, 17.89823], [7.72491, 9.85679, 18.57122], [7.47832, 11.05492, 19.14820], [8.37713, 12.03392, 19.05509], [9.38132, 11.88156, 18.22627], [9.68072, 10.73923, 17.64660], [14.33212, 6.82874, 14.95927], [15.31320, 8.92500, 15.95085], [11.49899, 10.16069, 17.18184], [12.06634, 6.22243, 15.42841], [10.09774, 6.67088, 16.55689], [8.34719, 7.59530, 17.57719], [6.95545, 9.06446, 18.49981], [6.58898, 11.23669, 19.74669], [9.95942, 12.72557, 18.16833], [14.28842, 14.21634, 20.51228], [13.11872, 15.04608, 20.05118], [13.43342, 16.55942, 19.93930], [11.74720, 14.68429, 20.57870], [12.97745, 14.58969, 18.55481], [13.67664, 14.00566, 17.35130], [12.84114, 12.70043, 17.01837], [15.01654, 13.30944, 17.69301], [13.79645, 14.97028, 16.19424], [14.86562, 15.91570, 15.71581], [14.17207, 17.19859, 15.61190], [15.46125, 15.36649, 14.48520], [15.90184, 16.00042, 16.94819], [14.55174, 14.56283, 21.52219], [15.13162, 14.28678, 19.90030], [13.98664, 13.20276, 20.56150], [13.19660, 17.03672, 20.92637], [12.73022, 17.03230, 19.19394], [14.49906, 16.63012, 19.66269], [11.56690, 15.07707, 21.59894], [11.57870, 13.58350, 20.65464], [10.93028, 15.02388, 19.98656], [13.31345, 17.18886, 14.97546], [14.89514, 17.89789, 15.11886], [13.85026, 17.69757, 16.53118], [14.69206, 15.15073, 13.81438], [15.92361, 14.39724, 14.66953], [16.12756, 16.10018, 14.01113], [15.35104, 16.40013, 17.78881], [16.68622, 16.64572, 16.56511], [16.38500, 15.00178, 17.19126]]}